# C5H82ClI2NO35Si

A molecular structure, C5H82ClI2NO35Si at a distorted geometry (the ωB97M-V functional and the def2-TZVPD basis, the Open Molecules 2025 dataset).

Geometry as ORCA input:
```
! wB97M-V def2-TZVPD RIJCOSX def2/J DEFGRID3
* xyz 0 1
C 0.98680 -3.74399 0.33662
C 1.97950 -2.61930 -0.32178
I 1.86567 -2.77938 -2.51547
C 1.83035 -1.10576 0.26967
I 1.87805 -1.23089 2.49575
Si 0.22674 -0.15996 -0.18297
Cl 0.15986 0.51392 -2.25837
C -1.42131 -1.02028 0.33226
C -2.03325 -2.06644 -0.77074
N -3.21637 -2.78894 -0.10896
H 1.61994 -4.30173 1.18044
H 0.69325 -4.49480 -0.51877
H 0.03898 -3.32538 0.87770
H 3.08906 -2.96987 -0.04889
H 2.81600 -0.49541 -0.01426
H 0.26894 1.10770 0.59312
H -2.22392 -0.15167 0.49139
H -1.24198 -1.55913 1.36386
H -1.27311 -2.89118 -1.10438
H -2.47347 -1.51626 -1.70756
H -2.94396 -3.80865 -0.04519
H -3.28365 -2.44882 0.89636
O 2.82167 2.30376 0.41581
H 2.14262 1.79900 -0.05646
H 2.58476 3.22834 0.24848
O 5.55133 -2.69315 -0.89193
H 6.20935 -2.50097 -1.57677
H 4.78837 -3.02679 -1.38748
O 5.56371 0.16950 2.70063
H 5.30911 0.63334 1.88886
H 4.77622 -0.34517 2.93291
O -2.81718 -0.44099 -4.17518
H -3.57973 0.15449 -4.22868
H -2.25404 -0.03971 -3.49633
O 3.88336 -4.15920 2.51055
H 3.67468 -3.23926 2.73213
H 4.50276 -4.08658 1.76890
O -4.97441 1.86955 -5.29825
H -5.65346 1.36479 -5.77053
H -5.21132 2.79413 -5.46559
O -2.83091 3.77218 -6.86687
H -2.76289 3.07878 -6.19344
H -2.96658 3.28382 -7.69276
O -4.12960 -1.64696 -6.89598
H -3.48957 -2.01226 -7.52516
H -3.64122 -1.61064 -6.05983
O 8.32727 -0.33176 1.57056
H 7.54962 -0.01571 2.05463
H 7.96272 -0.67674 0.74166
O -0.18900 3.77905 -0.26516
H -0.22465 4.43501 -0.97747
H -0.04674 2.93928 -0.72725
O -0.89037 -1.40154 4.98596
H -1.09905 -0.48159 5.20754
H -0.27097 -1.32892 4.24431
O 1.65186 6.03847 0.61854
H 0.97281 5.53371 0.14626
H 1.41495 6.96305 0.45120
O 9.07040 -1.80158 -0.54814
H 9.71043 -2.16689 -1.17732
H 9.55878 -1.76527 0.28801
O 8.85186 -4.66758 0.50619
H 8.17281 -5.17234 0.03391
H 8.61495 -3.74300 0.33885
O -3.52480 0.03482 6.04588
H -3.44217 -0.89854 5.79900
H -3.39342 0.03549 7.00594
O 0.08594 4.04427 -3.13935
H -0.29949 4.37604 -3.96416
H -0.24684 3.13653 -3.07403
O 1.61100 2.05783 4.12181
H 1.57535 2.71380 3.40950
H 1.75326 1.21806 3.65972
O -7.04768 -0.85865 -7.17994
H -7.12023 -1.11784 -6.24908
H -6.09248 -0.81190 -7.33611
O -5.31118 2.45441 7.59061
H -4.61675 2.66051 8.23422
H -4.83275 2.04904 6.85185
O 3.48510 3.46703 6.49615
H 2.80604 2.96227 6.02387
H 3.24818 4.39161 6.32881
O 1.08555 -4.67831 3.76739
H 1.01301 -4.93750 4.69825
H 2.04076 -4.63156 3.61123
O -2.15178 -3.96345 -6.76747
H -2.82480 -4.57132 -7.10878
H -1.68411 -4.48437 -6.09746
O -2.87911 -0.16771 -9.53785
H -3.32951 -0.45806 -8.73051
H -3.15206 -0.81611 -10.20422
O -7.38134 0.26643 8.41330
H -6.95597 0.91054 7.82753
H -7.62337 -0.46280 7.82285
O -4.64478 1.43003 3.26156
H -5.55748 1.10458 3.26339
H -4.26785 1.07440 4.08037
O 9.81603 2.49911 1.35734
H 9.43061 2.83089 0.53253
H 9.48326 1.59138 1.42267
O -6.07839 -3.16278 -5.03195
H -5.57492 -2.92121 -5.82384
H -5.51680 -3.81563 -4.58767
O -6.98448 0.71588 1.27047
H -6.55912 1.35999 0.68470
H -7.22651 -0.01335 0.68002
O 2.09652 5.69156 3.74279
H 1.22612 6.05972 3.95680
H 2.00725 5.39898 2.82333
O -5.48225 -5.85474 -4.58981
H -5.93265 -6.14509 -3.78247
H -5.75521 -6.50314 -5.25618
O 5.91603 2.41629 8.64249
H 5.53061 2.74807 7.81768
H 5.58326 1.50856 8.70781
O -0.38397 -0.36979 -7.18708
H -0.76939 -0.03801 -8.01189
H -0.71674 -1.27752 -7.12176
O -5.11759 3.41666 0.82610
H -5.19013 3.15747 1.75696
H -4.16238 3.46341 0.66994
O 12.35736 1.76376 0.14804
H 11.57972 2.07981 0.63211
H 11.99281 1.41877 -0.68086
O -6.27600 4.52428 3.23594
H -6.53060 4.98812 2.42416
H -7.06350 4.00961 3.46822
*
```

Computed properties:
- E_tot: -4272.88075 a.u.
- Maximum force: 0.05376 Eh/bohr
- Highest occupied orbital energy: -10.021 eV
- Relative energy (zero: lowest compared OMol25 entry of this formula, charge and spin): 77.0 kcal per mole
- LUMO: -1.507 eV
- Molar mass: 1034.03 g/mol

These are the Mulliken partial charges, in e, on atoms 1 to 2: atom 1 (C): -0.70, atom 2 (C): -0.11